# 1
{
  "formula": "C25H21ClMoN4O7",
  "method": "ωB97M-V/def2-TZVPD",
  "multiplicity": 3,
  "charge": 2,
  "fmax_ha_per_bohr": 0.003,
  "e_lumo_ev": [-6.80, -7.52],
  "gap_ev": [7.1, 6.8],
  "relative_energy_kcal_mol": 43.32,
  "elements": ["Mo", "O", "N", "O", "C", "C", "C", "C", "C", "C", "N", "C", "C", "N", "C", "C", "C", "C", "H", "H", "H", "H", "H", "H", "H", "O", "Cl", "O", "O", "O", "C", "N", "C", "C", "O", "H", "H", "H", "H", "H", "H", "H", "C", "C", "C", "C", "C", "C", "C", "C", "C", "C", "H", "H", "H", "H", "H", "H", "H"],
  "xyz": [[0.2477, 0.3550, 1.4127], [4.3443, -4.6857, -2.5801], [3.3979, -4.6834, -1.8342], [2.7094, -5.6381, -1.5422], [3.0645, -3.3923, -1.1832], [4.0873, -2.5363, -0.9981], [3.8802, -1.2866, -0.3320], [4.9134, -0.3735, -0.0513], [4.6143, 0.7837, 0.6218], [3.2928, 1.0451, 0.9864], [2.2951, 0.2097, 0.7129], [2.5932, -0.9589, 0.0831], [1.5183, -1.8750, -0.1239], [0.3057, -1.4758, 0.3436], [-0.7443, -2.2740, 0.1976], [-0.6365, -3.5075, -0.4385], [0.5802, -3.9301, -0.9149], [1.7177, -3.1079, -0.7507], [5.0744, -2.8064, -1.3496], [5.9283, -0.5956, -0.3561], [5.3792, 1.5039, 0.8734], [3.0363, 1.9568, 1.5070], [-1.6834, -1.9186, 0.5984], [-1.5152, -4.1272, -0.5430], [0.6719, -4.8887, -1.4000], [-0.3429, -0.1741, 5.0350], [-0.1963, -0.9098, 3.8560], [1.0949, -0.5100, 3.1488], [-0.2603, -2.2990, 3.9823], [-1.1879, -0.4322, 2.8104], [-3.7016, 2.8337, -1.5333], [-3.1813, 1.6750, -0.8039], [-4.1091, 0.5650, -0.5902], [-1.9479, 1.6433, -0.3949], [-1.4346, 0.6396, 0.1931], [-4.0469, 2.5153, -2.5154], [-2.9195, 3.5794, -1.6509], [-4.5353, 3.2635, -0.9813], [-4.2619, 0.0293, -1.5266], [-5.0611, 0.9696, -0.2532], [-3.7122, -0.1057, 0.1639], [-1.3500, 2.5339, -0.5883], [2.1199, 5.1718, -1.6043], [1.9758, 3.8369, -2.0364], [1.4789, 2.8840, -1.1891], [1.1022, 3.2345, 0.1276], [0.5805, 2.3046, 1.0577], [0.1943, 2.6751, 2.3213], [0.3468, 4.0107, 2.7617], [0.8583, 4.9289, 1.8901], [1.2388, 4.5775, 0.5647], [1.7601, 5.5352, -0.3359], [2.5173, 5.9114, -2.2860], [2.2612, 3.5709, -3.0455], [1.3657, 1.8570, -1.5194], [-0.2507, 1.9649, 3.0376], [0.0511, 4.2892, 3.7630], [0.9776, 5.9584, 2.2039], [1.8694, 6.5607, -0.0067]],
  "forces_ev_per_a": [[-0.1400, -0.0870, 0.0574], [0.0057, 0.0052, -0.0092], [-0.0057, -0.0049, 0.0078], [-0.0208, 0.0113, 0.0061], [0.0021, -0.0067, -0.0125], [0.0027, -0.0030, 0.0041], [-0.0102, 0.0083, 0.0097], [-0.0014, -0.0004, 0.0009], [0.0102, -0.0057, -0.0029], [-0.0163, 0.0044, -0.0078], [0.0546, -0.0052, -0.0375], [-0.0167, -0.0073, 0.0106], [0.0081, -0.0063, -0.0078], [0.0519, 0.0099, 0.0032], [-0.0062, 0.0112, 0.0036], [-0.0074, -0.0076, -0.0046], [0.0239, 0.0038, 0.0039], [-0.0181, 0.0058, -0.0004], [-0.0012, 0.0000, -0.0009], [0.0004, -0.0001, 0.0010], [0.0010, -0.0008, -0.0018], [0.0008, -0.0009, 0.0040], [-0.0010, -0.0058, 0.0013], [-0.0006, -0.0001, 0.0006], [0.0046, -0.0110, -0.0020], [0.0019, -0.0112, -0.0285], [0.0199, 0.0160, 0.0461], [-0.0502, 0.0068, -0.0120], [0.0025, -0.0082, -0.0178], [0.0092, -0.0005, -0.0316], [0.0031, -0.0036, 0.0001], [-0.0040, -0.0139, 0.0024], [-0.0004, 0.0011, 0.0022], [0.0021, 0.0444, -0.0094], [0.0984, -0.0237, 0.0450], [-0.0022, 0.0013, 0.0009], [-0.0016, 0.0004, 0.0010], [-0.0007, 0.0000, 0.0010], [-0.0003, -0.0010, 0.0008], [-0.0011, -0.0009, 0.0001], [-0.0004, -0.0010, 0.0001], [0.0011, -0.0072, 0.0007], [-0.0016, 0.0172, 0.0086], [-0.0062, -0.0185, -0.0039], [0.0125, 0.0021, -0.0044], [-0.0095, 0.0271, 0.0240], [-0.0039, 0.0621, -0.0051], [0.0129, 0.0272, -0.0393], [-0.0037, 0.0007, -0.0006], [-0.0032, 0.0069, 0.0134], [0.0063, -0.0160, -0.0077], [0.0024, -0.0052, -0.0139], [-0.0012, -0.0016, -0.0010], [-0.0008, -0.0009, 0.0002], [0.0017, -0.0006, -0.0029], [-0.0038, -0.0074, 0.0021], [0.0011, 0.0022, -0.0003], [0.0001, -0.0013, 0.0009], [-0.0008, -0.0003, 0.0019]]
}

# 2
{
  "formula": "C21H46LuNOP3Se",
  "method": "ωB97M-V/def2-TZVPD",
  "charge": 3,
  "fmax_ha_per_bohr": 0.068,
  "e_lumo_ev": [-11.16, -11.16],
  "gap_ev": [3.5, 3.5],
  "relative_energy_kcal_mol": 0.00,
  "elements": ["Lu", "P", "P", "P", "H", "C", "C", "H", "C", "C", "C", "C", "C", "C", "C", "C", "C", "H", "H", "H", "H", "H", "H", "H", "H", "H", "H", "H", "H", "H", "H", "H", "H", "H", "H", "H", "H", "H", "H", "H", "H", "H", "H", "H", "H", "H", "C", "C", "C", "C", "C", "C", "Se", "H", "H", "H", "H", "H", "H", "C", "N", "C", "C", "C", "O", "H", "H", "H", "H", "H", "H", "H", "H", "H"],
  "xyz": [[0.1763, 0.1765, 0.7321], [-1.4092, -2.4017, 0.6403], [2.3867, -0.3731, 2.2533], [1.7026, -1.4698, -1.0548], [-2.7104, 4.6743, -6.9682], [-2.6734, 3.7263, -7.5175], [-3.7457, 2.9262, -7.6109], [-4.7037, 3.1937, -7.1512], [-2.9467, -2.1125, 1.5343], [-0.4638, -3.4990, 1.7149], [-1.8290, -3.4135, -0.7998], [3.7579, 0.8380, 2.0442], [2.0951, -0.1875, 4.0439], [3.3460, -1.9387, 2.2542], [0.9436, -1.3737, -2.7194], [2.0396, -3.2633, -0.9088], [3.3881, -0.8448, -1.4368], [-1.7323, 3.4771, -8.0219], [-3.7107, 1.9920, -8.1829], [-3.5538, -1.3591, 1.0156], [-2.7637, -1.7609, 2.5609], [-3.4785, -3.0751, 1.5500], [-0.1983, -3.0455, 2.6765], [0.4640, -3.8671, 1.2636], [-1.1112, -4.3689, 1.9257], [-2.4762, -2.8608, -1.4883], [-2.3602, -4.3049, -0.4364], [-0.9393, -3.7240, -1.3616], [4.4463, 0.7485, 2.8968], [3.3482, 1.8564, 2.0121], [4.2963, 0.6583, 1.1066], [3.0703, -0.1942, 4.5408], [1.4811, -1.0043, 4.4390], [1.5835, 0.7597, 4.2533], [4.0297, -1.9180, 3.1150], [3.9274, -2.0643, 1.3342], [2.6719, -2.7981, 2.3603], [1.4723, -2.0733, -3.3797], [1.0280, -0.3542, -3.1135], [-0.1169, -1.6476, -2.6739], [2.6844, -3.5393, -1.7540], [1.1139, -3.8489, -0.9559], [2.5617, -3.4865, 0.0314], [3.8374, -1.5232, -2.1767], [4.0181, -0.8140, -0.5379], [3.3075, 0.1697, -1.8498], [0.6108, 2.4261, -2.5085], [-0.6838, 2.0473, -2.9251], [-1.1562, 2.3722, -4.1944], [-0.3553, 3.0923, -5.0847], [0.9405, 3.4696, -4.7056], [1.4121, 3.1339, -3.4403], [1.3020, 2.1150, -0.7756], [-1.1959, -1.1010, -0.1169], [-1.3387, 1.5122, -2.2389], [-2.1643, 2.0783, -4.4967], [-0.7494, 3.3614, -6.0598], [1.5697, 4.0402, -5.3866], [2.4099, 3.4327, -3.1439], [-2.0731, 1.5215, 5.6935], [-1.6148, 0.7777, 4.5189], [-1.3276, -0.6364, 4.7431], [-1.5497, 1.3043, 3.3137], [-2.1461, 2.6285, 3.0332], [-0.9556, 0.6510, 2.3532], [-1.4522, 1.2735, 6.5646], [-3.1208, 1.2896, 5.9430], [-1.9771, 2.5874, 5.4797], [-0.8832, -1.0673, 3.8397], [-0.6233, -0.7180, 5.5809], [-2.2562, -1.1792, 4.9827], [-1.3679, 3.4021, 3.0737], [-2.5625, 2.6049, 2.0210], [-2.9460, 2.8932, 3.7367]],
  "forces_ev_per_a": [[2.4031, 2.0114, -1.5265], [-2.3971, -1.1663, -1.4733], [1.5508, 0.1332, 0.8013], [0.2899, -0.0600, -0.6413], [-0.0044, -0.3626, -0.2525], [-0.5610, -0.3361, -0.0677], [0.5004, 0.3306, 0.0282], [0.4087, -0.1073, -0.1657], [-0.0593, 0.5409, 0.0816], [1.5874, 0.4733, 0.5278], [0.0908, 0.1039, -0.2409], [-0.3380, 0.2592, -0.2550], [-0.3796, 0.0499, 0.1421], [-0.3580, -0.2520, -0.1387], [-0.0889, -0.0256, 0.1459], [0.0486, -0.0352, 0.0965], [-0.0402, 0.1243, 0.2339], [-0.3975, 0.0949, 0.1459], [-0.0252, 0.3997, 0.2228], [0.0367, -0.2750, 0.0665], [-0.0262, -0.2104, -0.3587], [0.0848, 0.2562, 0.0713], [-0.1506, 0.0218, -0.1415], [-0.2490, 0.1236, -0.1078], [-0.2025, 0.4452, -0.3373], [-0.0188, -0.0382, 0.1673], [0.1459, 0.1980, -0.0658], [-0.1694, 0.0679, 0.2341], [-0.1901, -0.0296, -0.2712], [0.1972, -0.1839, 0.0222], [-0.1299, 0.0746, 0.2226], [-0.2196, 0.0141, 0.0393], [0.1873, 0.0972, -0.0582], [0.1634, -0.1247, 0.0100], [-0.1623, 0.0067, -0.2806], [-0.1111, 0.0782, 0.2222], [0.2245, 0.0883, 0.0544], [-0.1712, 0.1769, 0.0556], [-0.0681, -0.1621, 0.0888], [0.1130, 0.0270, -0.1946], [-0.1927, -0.1402, 0.2603], [0.2916, 0.0131, -0.0451], [-0.1034, -0.0300, -0.3031], [-0.0846, 0.2018, 0.2164], [-0.1110, -0.0284, -0.3431], [0.0324, -0.3186, 0.1501], [-0.7283, 0.3798, -1.9510], [0.4971, 0.0600, 0.2658], [0.1133, 0.0903, -0.1051], [0.3165, -0.0181, 0.3249], [-0.5964, -0.2619, 0.0878], [-0.1199, -0.3380, 0.7886], [-0.3196, -0.7691, 1.2128], [-0.1068, -1.7850, 1.0315], [0.0015, 0.0431, -0.0008], [0.3186, 0.1108, 0.1042], [0.1216, -0.0848, 0.2160], [-0.1177, -0.1710, 0.1819], [0.0069, 0.0626, -0.0285], [-0.4047, 0.5127, 0.3290], [-0.0655, -0.3374, -0.7301], [0.3104, -0.2615, 0.1372], [0.1791, -0.4154, 0.6511], [-0.2466, 0.4152, -0.1534], [-1.0485, 0.2389, 0.8829], [-0.0716, -0.0032, -0.3985], [0.3467, -0.0034, -0.1884], [-0.0180, -0.2322, 0.3474], [-0.0611, 0.1340, 0.3749], [-0.2567, -0.1506, -0.2241], [0.2749, 0.3024, 0.0797], [-0.1401, -0.0575, -0.0904], [0.1617, 0.1191, 0.1361], [0.3062, -0.1053, -0.3198]]
}

# 3
{
  "formula": "C3H4BrIO",
  "method": "ωB97M-V/def2-TZVPD",
  "fmax_ha_per_bohr": 0.064,
  "e_lumo_ev": [-1.35, -3.65],
  "gap_ev": [8.4, 5.2],
  "relative_energy_kcal_mol": 46.34,
  "elements": ["C", "C", "C", "O", "Br", "I", "H", "H", "H", "H"],
  "xyz": [[-0.9072, -0.0836, -0.2833], [-0.5681, 1.3473, -0.0674], [-0.0314, -1.1840, 0.1018], [-1.9952, -0.4143, -0.7781], [-1.0271, -2.6845, 0.3763], [4.6928, -0.4965, 0.2725], [-1.1834, 2.0320, -0.6339], [0.4694, 1.3083, -0.3709], [-0.3574, 1.5071, 0.9392], [0.9076, -1.3317, 0.4438]],
  "forces_ev_per_a": [[-2.0996, -0.5132, -0.6940], [1.5167, -1.4743, -1.4636], [-3.2616, 0.2196, -0.5191], [0.9356, 0.9145, 0.2691], [0.0230, -1.3500, 0.1756], [-0.0319, -0.0012, -0.0008], [-0.0232, 0.0930, 0.2908], [0.5832, 0.8760, -0.9291], [-0.6617, 0.7360, 2.0804], [3.0196, 0.4997, 0.7908]]
}